A molecular structure, C16H14AuN4O2S4SbSe, computed with ωB97M-V/def2-TZVPD.

Calculated values
HOMO-LUMO gap (spin up / spin down): 5.2 / 4.9 eV
charge: -1
multiplicity: 2
E_HOMO (spin up / spin down): -4.05 / -3.99 eV
⟨S²⟩: 0.761
electronic energy: -5357.82343 a.u.

Last column: Löwdin spin population.
Atoms and positions in Å:
Au 0.1108 -2.4602 -2.7644  0.00
S -4.4470 -2.3753 -1.8988  0.06
Sb -3.0130 -3.8208 -3.0011  0.00
S -1.5986 -2.4079 -4.4155  0.02
S -1.0986 -4.0664 -1.4920  0.01
N 0.1658 0.4348 4.7076  0.00
C 0.6993 -0.1805 3.5875  0.00
C 1.6815 0.4628 2.8301  0.00
C 2.1939 -0.1408 1.6987  0.00
C 1.7299 -1.3840 1.3205  0.00
C 0.7371 -2.0241 2.0371  0.00
C 0.2220 -1.4248 3.1697  0.00
S 2.5344 -2.2435 -0.0238  0.00
O 2.3165 -3.6485 0.1816  0.00
O 3.9098 -1.8195 -0.0828  0.00
N 1.7466 -1.8396 -1.4152  0.01
C 2.0069 -0.7401 -2.0928  0.01
N 1.4049 -0.7368 -3.3141  0.00
C 1.5420 0.3159 -4.0897  0.00
C 2.3326 1.3889 -3.7136  0.00
C 2.9151 1.2975 -2.4540  0.00
N 2.7520 0.2764 -1.6437  0.00
H 0.7333 1.1537 5.1288  0.00
H -0.2962 -0.1711 5.3676  0.00
H 2.0472 1.4288 3.1501  0.00
H 2.9595 0.3216 1.0986  0.00
H 0.3943 -2.9905 1.7060  0.00
H -0.5412 -1.9196 3.7546  0.00
H 1.0077 0.2849 -5.0288  0.00
H 2.4717 2.2453 -4.3535  0.00
H 3.5373 2.1002 -2.0710  0.00
Se -1.1045 -0.2096 -1.2273  0.70
C -2.1150 1.1200 -0.3173  0.05
C -2.6409 0.8494 0.9413  0.04
C -3.3217 1.8333 1.6292  -0.01
C -3.4861 3.0918 1.0710  0.05
C -2.9710 3.3589 -0.1882  -0.01
C -2.2888 2.3798 -0.8824  0.04
H -2.5048 -0.1359 1.3598  0.00
H -3.7256 1.6210 2.6081  0.00
H -4.0156 3.8627 1.6142  0.00
H -3.1008 4.3379 -0.6274  0.00
H -1.8828 2.5739 -1.8645  0.00

Force components x, y, z for each atom (eV/Å):
-0.609 -0.531 -0.056
0.582 -0.192 -0.256
-1.578 -0.272 0.262
1.289 0.011 0.835
0.946 0.892 -0.864
-0.121 0.133 0.214
0.050 -0.042 -0.263
-0.075 -0.046 0.057
0.041 0.121 0.052
0.351 -0.324 -0.692
-0.093 -0.061 0.051
0.056 0.090 0.017
0.335 -0.551 0.271
-0.510 0.200 -0.131
-0.383 0.342 -0.061
-0.213 -1.309 0.625
0.756 1.256 -0.515
-0.172 -0.612 0.402
-0.007 0.290 -0.274
-0.074 -0.156 -0.053
-0.018 0.205 -0.194
0.022 -0.066 0.308
-0.080 -0.121 0.020
0.097 0.097 -0.023
0.027 0.105 -0.015
0.162 0.143 -0.010
-0.085 -0.156 0.000
-0.095 -0.066 -0.012
-0.060 0.038 -0.092
-0.009 0.016 -0.015
-0.010 0.072 -0.036
-0.655 0.650 0.544
0.330 -0.338 -0.292
0.040 -0.112 0.009
-0.108 0.059 0.174
-0.015 0.018 0.009
-0.050 0.225 0.009
0.031 -0.034 -0.093
-0.005 -0.084 0.067
-0.042 -0.026 0.096
-0.036 0.030 0.026
-0.018 0.078 -0.041
0.007 0.027 -0.058